Below is one molecule with the formula C26H32N4O5, with properties calculated with ωB97M-V/def2-TZVPD.

Values from the calculation:
ΔE to the lowest compared entry with this formula, charge and spin: 0.0000 eV
lowest unoccupied orbital energy: 0.700 eV
SMILES: CC(C)[C@H](NC(=O)N1c2ccccc2NC(=O)[C@@H]1C(C)C)C(=O)N[C@H](Cc1ccccc1)C(=O)O

Each line ends with the Löwdin charge.
Element x y z (Å)
C: -4.613 -0.976 -0.202  -0.07
H: -5.666 -1.200 -0.355  0.08
H: -4.499 -0.537 0.785  0.07
H: -4.064 -1.914 -0.255  0.07
C: -4.137 0.002 -1.275  -0.36
C: -4.157 -0.664 -2.649  -0.07
H: -3.424 -1.468 -2.686  0.08
H: -5.140 -1.082 -2.852  0.08
H: -3.919 0.052 -3.432  0.08
H: -4.819 0.859 -1.281  0.15
C: -2.738 0.568 -0.994  -0.20
N: -1.777 -0.483 -0.688  0.16
C: -0.451 -0.281 -0.931  -0.49
O: -0.076 0.562 -1.725  0.07
N: 0.426 -1.152 -0.300  0.06
C: 1.779 -1.100 -0.674  -0.14
C: 2.169 -1.100 -2.007  0.00
C: 3.511 -1.064 -2.341  -0.08
C: 4.480 -1.036 -1.353  -0.10
C: 4.105 -1.036 -0.022  -0.03
C: 2.761 -1.064 0.320  -0.17
N: 2.369 -1.018 1.658  0.19
C: 1.095 -1.173 2.058  -0.44
O: 0.734 -0.939 3.202  0.05
C: 0.175 -1.769 0.993  -0.16
H: -0.844 -1.561 1.329  0.16
C: 0.363 -3.301 0.903  -0.35
C: -0.579 -3.876 -0.153  -0.05
H: -0.389 -4.938 -0.284  0.08
H: -0.436 -3.379 -1.109  0.08
H: -1.616 -3.752 0.154  0.08
C: 0.113 -3.959 2.257  -0.05
H: 0.790 -3.572 3.014  0.08
H: 0.258 -5.034 2.181  0.08
H: -0.906 -3.771 2.588  0.09
H: 1.396 -3.496 0.593  0.14
H: 3.036 -0.666 2.333  0.17
H: 4.850 -1.001 0.760  0.11
H: 5.527 -1.009 -1.615  0.10
H: 3.800 -1.061 -3.381  0.10
H: 1.416 -1.112 -2.776  0.12
H: -2.068 -1.116 0.038  0.12
C: -2.670 1.528 0.205  -0.42
O: -3.426 1.484 1.153  0.09
N: -1.616 2.381 0.131  0.13
H: -0.927 2.204 -0.596  0.10
C: -1.046 2.914 1.357  -0.18
C: -0.276 1.753 1.982  -0.45
O: 0.378 1.013 1.285  0.11
O: -0.411 1.595 3.281  0.16
H: 0.018 0.751 3.561  0.11
H: -1.859 3.225 2.018  0.16
C: -0.089 4.081 1.046  -0.07
C: 1.109 3.588 0.280  -0.24
C: 1.072 3.475 -1.104  -0.06
C: 2.127 2.902 -1.793  -0.07
C: 3.237 2.446 -1.108  -0.09
C: 3.298 2.585 0.268  -0.08
C: 2.243 3.152 0.956  -0.05
H: 2.289 3.247 2.033  0.12
H: 4.169 2.240 0.807  0.10
H: 4.052 1.980 -1.641  0.10
H: 2.072 2.800 -2.866  0.11
H: 0.212 3.836 -1.650  0.12
H: 0.220 4.532 1.991  0.13
H: -0.641 4.821 0.465  0.13
H: -2.366 1.082 -1.887  0.15

---

Below is C19H19ClMoN5O4S2SbSe4 as an isolated structure, with properties calculated with ωB97M-V/def2-TZVPD.

Values from the calculation:
ΔE to the lowest compared entry with this formula, charge and spin: 0.0095 eV
lowest unoccupied orbital energy (alpha / beta): 4.154 / 4.154 eV
⟨S²⟩: 2.0325
net charge: -2
multiplicity: 3

Each line ends with the Löwdin charge.
Element x y z (Å)
Mo: -1.234 -0.416 -0.095  0.97
Se: 0.133 4.150 -2.976  -0.25
Sb: -0.648 1.863 -3.156  -0.30
Se: 0.726 0.282 -1.778  -0.01
Se: -2.539 1.397 -1.577  0.14
Se: -1.124 0.995 -5.383  -0.28
N: -2.226 -1.768 -3.500  0.18
C: -2.378 -1.818 -2.178  -0.60
O: -1.410 -2.116 -1.440  -0.19
C: -3.706 -1.539 -1.527  -0.25
C: -3.388 -0.957 -0.142  -0.36
H: -1.271 -1.678 -3.828  0.07
H: -2.875 -1.199 -4.026  0.07
H: -4.253 -2.488 -1.479  0.11
H: -4.274 -0.849 -2.149  0.07
H: -3.472 -1.729 0.620  0.04
H: -4.074 -0.146 0.106  0.02
C: -1.444 2.538 3.264  -0.05
C: -1.512 1.403 2.479  -0.12
N: -0.979 1.351 1.251  -0.08
C: -0.374 2.445 0.783  -0.16
C: -0.242 3.619 1.515  -0.19
C: -0.794 3.664 2.783  -0.03
C: 0.473 4.710 0.816  -0.03
C: 1.654 5.233 1.148  -0.04
C: 2.514 4.816 2.263  -0.28
C: 3.888 4.690 2.045  -0.03
C: 4.661 4.208 3.075  -0.15
N: 4.150 3.888 4.267  0.07
C: 2.841 4.074 4.382  -0.23
N: 2.000 4.532 3.463  0.14
H: -1.889 2.527 4.249  0.10
H: -1.987 0.497 2.821  0.09
H: 0.048 2.386 -0.210  0.01
H: -0.705 4.559 3.382  0.11
H: 0.052 4.993 -0.145  0.05
H: 2.116 5.917 0.444  0.11
H: 4.315 4.914 1.076  0.11
H: 5.729 4.061 2.952  0.10
H: 2.404 3.829 5.345  0.10
Cl: 5.499 -0.223 0.112  0.63
C: 4.225 0.261 1.201  -0.66
C: 4.019 -0.433 2.380  -0.11
C: 2.983 -0.024 3.194  -0.08
C: 2.228 1.075 2.804  -0.16
N: 2.444 1.747 1.681  0.10
C: 3.412 1.329 0.871  -0.19
H: 4.634 -1.288 2.626  0.10
H: 2.725 -0.563 4.094  0.11
H: 1.393 1.407 3.411  0.10
H: 3.535 1.853 -0.071  0.11
O: -1.649 -1.408 1.795  -0.60
S: -0.339 -1.916 2.389  0.12
O: -0.405 -3.332 2.664  -0.39
O: 0.031 -1.099 3.535  -0.41
S: 0.847 -1.506 0.772  0.29

---

Below is a 2-piece molecular cluster, C3H7O2S overall in a non-equilibrium geometry, with properties calculated with ωB97M-V/def2-TZVPD.

Values from the calculation:
ΔE to the lowest compared entry with this formula, charge and spin: 1.6525 eV
lowest unoccupied orbital energy: 3.894 eV
net charge: -1

Each line ends with the Löwdin charge.
Element x y z (Å)
O: -2.926 1.000 0.502  -0.09
C: -1.706 0.612 0.233  -0.23
C: -1.268 -0.070 -1.007  -0.27
C: 0.192 0.289 -1.246  -0.83
S: 1.326 -0.171 0.005  0.36
H: -1.048 0.637 1.101  0.07
H: -1.789 0.377 -1.929  0.13
H: -1.387 -1.125 -0.951  0.09
H: 0.212 1.341 -1.349  0.02
H: 0.544 -0.019 -2.232  0.04
H: 2.360 -0.645 2.948  0.02
H: 2.490 -1.152 1.563  -0.16
O: 3.000 -1.074 2.362  -0.15

---

Below is one molecule with the formula CH5N3O in a non-equilibrium geometry, with properties calculated with ωB97M-V/def2-TZVPD.

Values from the calculation:
ΔE to the lowest compared entry with this formula, charge and spin: 3.9161 eV
lowest unoccupied orbital energy: 1.047 eV
SMILES: N/N=C/NO

Each line ends with the Löwdin charge.
Element x y z (Å)
C: 0.163 0.727 0.039  -0.18
H: -2.239 -1.278 0.090  0.09
H: -2.254 0.433 0.585  0.08
H: -0.156 1.816 0.123  0.13
H: 2.278 0.979 0.170  0.09
H: 1.308 -1.635 -0.499  0.20
N: -2.009 -0.280 -0.134  -0.03
N: -0.578 -0.331 -0.192  -0.09
N: 1.585 0.449 -0.321  -0.10
O: 1.902 -0.879 0.139  -0.20

---

Below is C6H8NaO6 as an isolated structure in a non-equilibrium geometry, with properties calculated with ωB97M-V/def2-TZVPD.

Values from the calculation:
ΔE to the lowest compared entry with this formula, charge and spin: 0.3887 eV
lowest unoccupied orbital energy: 1.875 eV
net charge: -1

Each line ends with the Löwdin charge.
Element x y z (Å)
O: 0.074 -0.157 2.048  -0.14
C: 1.174 0.356 1.096  -0.62
C: -0.905 0.845 2.204  -0.21
O: 2.309 0.505 1.650  -0.04
O: 0.593 1.592 0.624  -0.04
C: -0.776 1.675 0.935  -0.20
H: -0.699 1.453 3.101  0.11
H: -1.899 0.385 2.308  0.11
H: -1.053 2.728 1.078  0.11
H: -1.389 1.256 0.121  0.10
H: -1.294 -1.290 -2.691  0.10
O: 1.504 -1.897 0.291  -0.03
O: -0.770 -1.109 -0.680  -0.28
C: -0.699 -0.676 -1.987  -0.33
C: 0.780 -0.807 -2.351  -0.17
O: 1.459 -0.210 -1.245  -0.02
C: 1.100 -0.745 -0.025  -0.44
H: -0.979 0.399 -2.028  0.11
H: 1.040 -0.229 -3.248  0.11
H: 1.071 -1.865 -2.437  0.12
Na: -0.642 -2.210 1.234  0.65

---

Below is C20H23F3MnN7OS as an isolated structure in a non-equilibrium geometry, with properties calculated with ωB97M-V/def2-TZVPD.

Values from the calculation:
lowest unoccupied orbital energy (alpha / beta): -4.070 / -3.993 eV
⟨S²⟩: 3.9180
net charge: +1
multiplicity: 4

Each line ends with the Löwdin charge.
Element x y z (Å)
Mn: -0.847 -1.134 0.190  0.66
C: 4.707 -1.188 -1.538  -0.06
C: 4.097 -0.875 -0.175  -0.24
N: 3.298 0.331 -0.195  -0.11
C: 3.973 1.613 -0.027  -0.18
C: 4.006 2.440 -1.310  -0.06
C: 1.985 0.301 -0.376  -0.64
S: 1.242 -1.184 -0.876  0.80
N: 1.346 1.462 -0.267  0.14
C: 0.053 1.612 -0.083  -0.35
O: -0.742 0.631 0.123  -0.14
C: -0.485 2.973 -0.057  -0.13
C: 0.362 4.084 -0.063  -0.01
C: -0.179 5.353 0.008  -0.06
C: -1.556 5.526 0.079  -0.06
C: -2.399 4.423 0.072  -0.06
C: -1.869 3.150 0.010  0.00
H: 5.297 -2.097 -1.469  0.08
H: 5.358 -0.379 -1.860  0.07
H: 3.922 -1.329 -2.279  0.07
H: 4.892 -0.738 0.562  0.13
H: 3.461 -1.707 0.145  0.08
H: 4.992 1.406 0.299  0.12
H: 3.458 2.178 0.755  0.12
H: 4.562 1.931 -2.092  0.07
H: 4.497 3.388 -1.104  0.08
H: 2.999 2.641 -1.665  0.06
H: 1.431 3.941 -0.097  0.11
H: 0.474 6.215 0.016  0.11
H: -1.972 6.521 0.148  0.11
H: -3.471 4.549 0.120  0.11
H: -2.508 2.277 0.025  0.12
C: -5.445 -0.704 -0.354  -0.07
C: -5.089 -0.630 0.981  -0.06
C: -3.767 -0.820 1.370  -0.06
C: -2.808 -1.070 0.403  -0.20
C: -3.165 -1.123 -0.944  -0.13
C: -4.486 -0.948 -1.324  -0.07
H: -6.474 -0.563 -0.649  0.11
H: -5.845 -0.423 1.722  0.11
H: -3.503 -0.760 2.415  0.11
H: -2.401 -1.302 -1.727  0.12
H: -4.768 -1.010 -2.366  0.11
F: -1.155 -0.104 2.818  0.12
C: -0.685 -1.161 2.129  -0.57
F: -1.061 -2.256 2.827  0.10
F: 0.676 -1.111 2.282  0.07
N: 0.665 -6.068 0.895  0.16
N: -0.160 -5.089 0.527  -0.25
N: -1.400 -5.321 0.183  0.16
C: -1.879 -4.112 -0.028  -0.12
N: -0.933 -3.182 0.181  -0.08
N: 0.161 -3.833 0.533  0.11
H: 0.376 -6.985 0.580  0.13
H: 1.646 -5.834 0.862  0.13
H: -2.885 -3.904 -0.329  0.13

---

Below is a 2-piece molecular cluster, C6H16N overall, with properties calculated with ωB97M-V/def2-TZVPD.

Values from the calculation:
ΔE to the lowest compared entry with this formula, charge and spin: 1.3269 eV
lowest unoccupied orbital energy: -3.398 eV
net charge: +1

Each line ends with the Löwdin charge.
Element x y z (Å)
C: -0.221 2.664 1.027  -0.12
C: -1.347 2.797 0.363  0.09
N: 0.521 1.382 1.013  0.18
H: 0.221 3.434 1.641  0.12
H: -1.881 3.737 0.418  0.09
H: -1.779 2.007 -0.233  0.07
H: -0.092 0.567 1.085  0.13
H: 1.058 1.260 0.150  0.13
H: 1.166 1.319 1.801  0.17
C: -0.709 -2.679 -0.576  -0.08
C: 0.470 -1.735 -0.838  -0.46
C: -0.060 -0.458 -1.508  -0.08
C: 1.194 -1.514 0.494  -0.10
H: -0.388 -3.540 0.007  0.08
H: -1.446 -2.167 0.056  0.08
H: -1.225 -2.971 -1.488  0.09
H: 1.164 -2.188 -1.549  0.14
H: 0.706 0.325 -1.526  0.07
H: -0.930 -0.092 -0.950  0.06
H: -0.376 -0.675 -2.525  0.09
H: 1.646 -2.454 0.815  0.09
H: 1.974 -0.749 0.513  0.07
H: 0.479 -1.340 1.308  0.07

---

Below is C30H43NO25S2 as an isolated structure in a non-equilibrium geometry, with properties calculated with ωB97M-V/def2-TZVPD.

Values from the calculation:
ΔE to the lowest compared entry with this formula, charge and spin: 1.2473 eV
lowest unoccupied orbital energy: -0.477 eV

Each line ends with the Löwdin charge.
Element x y z (Å)
C: -0.556 0.074 3.053  -0.05
C: 0.766 -0.100 3.387  -0.06
C: 1.669 -0.564 2.435  0.03
C: 1.185 -0.729 1.144  -0.19
C: -0.106 -0.575 0.778  0.00
C: -1.013 -0.199 1.763  -0.04
N: 2.118 -1.232 0.196  -0.30
O: 3.320 -1.308 0.424  0.06
O: 1.624 -1.687 -0.881  0.04
H: -1.309 0.503 3.757  0.13
H: 1.136 -0.010 4.364  0.08
H: 2.701 -0.723 2.683  0.12
H: -0.477 -0.826 -0.163  0.08
H: -2.045 -0.032 1.577  0.07
C: -2.155 3.703 -0.282  -0.01
C: -0.749 4.168 0.093  -0.32
C: -0.298 3.782 1.431  -0.07
O: 1.039 3.185 1.223  0.07
C: 1.165 2.890 -0.075  -0.56
O: 2.098 2.331 -0.499  0.18
O: 0.088 3.362 -0.774  0.07
H: -2.813 4.362 0.292  0.09
H: -2.283 2.683 0.136  0.07
H: -2.347 3.769 -1.363  0.10
H: -0.611 5.228 -0.156  0.16
H: -0.960 3.127 2.002  0.13
H: -0.185 4.648 2.097  0.14
C: -0.590 1.811 -4.944  -0.01
C: -1.176 0.763 -4.114  -0.33
C: -0.268 -0.045 -3.287  -0.03
O: -1.119 -0.400 -2.121  0.04
C: -2.100 0.527 -2.078  -0.60
O: -2.883 0.652 -1.231  0.18
O: -2.053 1.311 -3.136  0.11
H: -0.103 1.273 -5.746  0.10
H: 0.229 2.422 -4.578  0.08
H: -1.170 2.526 -5.443  0.08
H: -1.880 0.066 -4.608  0.18
H: 0.461 0.580 -2.824  0.13
H: 0.183 -0.970 -3.585  0.14
C: 5.771 0.717 -2.575  -0.03
C: 4.499 1.434 -2.206  -0.27
C: 4.591 2.877 -1.741  -0.16
O: 3.820 3.632 -2.582  0.06
C: 3.320 2.839 -3.619  -0.55
O: 2.654 3.202 -4.540  0.15
O: 3.783 1.630 -3.471  0.09
H: 5.622 -0.339 -3.011  0.12
H: 6.421 0.523 -1.706  0.09
H: 6.329 1.337 -3.290  0.09
H: 3.901 0.850 -1.557  0.12
H: 5.625 3.216 -1.847  0.13
H: 4.317 3.012 -0.740  0.10
C: -1.249 -3.720 2.343  0.00
C: -1.903 -4.060 1.051  -0.26
C: -3.328 -3.593 0.915  -0.04
O: -3.446 -3.474 -0.543  0.09
C: -2.268 -3.417 -1.071  -0.64
O: -2.027 -3.287 -2.231  0.15
O: -1.287 -3.354 -0.137  0.06
H: -1.919 -3.561 3.199  0.10
H: -0.598 -2.826 2.300  0.09
H: -0.722 -4.500 2.775  0.05
H: -1.868 -5.153 0.829  0.15
H: -3.453 -2.585 1.306  0.12
H: -4.118 -4.230 1.271  0.14
C: -7.062 0.693 -1.610  -0.02
C: -6.425 0.385 -0.324  -0.36
C: -5.583 -0.830 -0.281  -0.09
O: -4.585 -0.577 0.774  0.02
C: -4.567 0.790 0.900  -0.64
O: -3.849 1.305 1.666  0.15
O: -5.455 1.369 0.114  0.09
H: -6.512 0.314 -2.475  0.09
H: -7.139 1.821 -1.657  0.12
H: -8.111 0.296 -1.625  0.11
H: -7.054 0.472 0.603  0.18
H: -4.904 -0.749 -1.231  0.16
H: -6.061 -1.810 -0.222  0.14
C: 0.660 -5.664 -1.118  -0.19
C: 1.903 -5.340 -0.329  -0.08
O: 2.057 -6.570 0.455  -0.19
S: 0.746 -7.292 0.681  0.58
O: 0.401 -7.140 2.083  -0.25
O: 0.871 -8.635 0.172  -0.23
O: -0.154 -6.343 -0.239  -0.19
H: 0.887 -6.350 -1.922  0.14
H: 0.060 -4.826 -1.438  0.12
H: 1.925 -4.569 0.392  0.11
H: 2.842 -5.261 -0.962  0.16
C: 4.655 3.504 3.369  -0.10
C: 4.863 4.026 4.866  -0.08
O: 3.603 3.700 5.585  -0.20
S: 2.694 2.733 4.727  0.59
O: 1.301 3.054 4.819  -0.22
O: 3.112 1.357 5.014  -0.27
O: 3.261 3.039 3.299  -0.23
H: 5.292 2.604 3.083  0.15
H: 4.714 4.327 2.628  0.13
H: 4.968 5.119 4.749  0.13
H: 5.641 3.531 5.385  0.11

---

Below is a 2-piece molecular cluster, C28H25Br2N2O2 overall in a non-equilibrium geometry, with properties calculated with ωB97M-V/def2-TZVPD.

Values from the calculation:
lowest unoccupied orbital energy: -4.986 eV
net charge: +1

Each line ends with the Löwdin charge.
Element x y z (Å)
C: 7.174 -2.275 0.497  -0.08
O: 6.234 -2.821 1.390  -0.06
C: 4.977 -2.231 1.368  -0.21
C: 4.012 -2.718 2.265  0.02
C: 2.739 -2.221 2.288  -0.01
C: 2.362 -1.165 1.440  -0.18
C: 0.999 -0.623 1.433  -0.04
C: -0.092 -1.521 1.431  0.00
C: -1.394 -1.145 1.518  0.06
C: -2.517 -2.033 1.451  -0.20
C: -3.809 -1.495 1.430  -0.01
C: -4.910 -2.306 1.289  -0.05
C: -4.755 -3.676 1.178  -0.04
C: -3.489 -4.230 1.213  -0.05
C: -2.383 -3.425 1.348  -0.01
C: 0.799 0.834 1.446  -0.18
C: 1.464 1.610 2.411  0.00
C: 1.312 2.967 2.455  0.02
C: 0.518 3.645 1.517  -0.21
O: 0.434 5.027 1.634  -0.06
C: -0.413 5.651 0.701  -0.08
C: -0.127 2.873 0.536  0.00
C: -0.011 1.509 0.513  -0.02
C: 3.335 -0.655 0.564  0.01
C: 4.595 -1.186 0.512  0.00
H: 8.123 -2.790 0.645  0.10
H: 6.849 -2.428 -0.532  0.10
H: 7.313 -1.215 0.706  0.10
H: 4.299 -3.513 2.930  0.13
H: 2.021 -2.608 2.990  0.12
H: 0.143 -2.564 1.337  0.11
H: -1.613 -0.096 1.603  0.12
H: -3.931 -0.428 1.505  0.12
H: -5.895 -1.871 1.251  0.11
H: -5.618 -4.311 1.058  0.12
H: -3.366 -5.297 1.117  0.12
H: -1.408 -3.876 1.365  0.11
H: 2.082 1.109 3.138  0.13
H: 1.804 3.545 3.216  0.13
H: -0.427 6.722 0.908  0.10
H: -0.031 5.493 -0.307  0.10
H: -1.427 5.262 0.798  0.10
H: -0.717 3.362 -0.217  0.10
H: -0.516 0.946 -0.254  0.10
H: 3.056 0.142 -0.103  0.13
H: 5.288 -0.813 -0.217  0.11
Br: -1.016 -0.379 -6.239  0.81
C: -1.815 0.436 -4.742  -0.62
C: -2.629 1.550 -4.944  -0.39
N: -2.883 2.052 -6.210  0.09
C: -3.191 2.115 -3.800  -0.62
Br: -4.297 3.627 -3.990  0.81
C: -2.919 1.563 -2.572  -0.21
N: -2.130 0.515 -2.369  0.05
C: -1.614 -0.029 -3.465  -0.20
H: -3.593 2.754 -6.375  0.05
H: -2.608 1.556 -7.048  0.05
H: -3.380 1.988 -1.694  0.10
H: -1.006 -0.908 -3.318  0.10

---

In the order shown, the computed E values come out to -43682.998; -339630.202; -18154.962; -7631.721; -23053.397; -83891.500; -7964.105; -106150.317; -176594.797 eV.